This record from the OMol25 dataset describes C49H80AlCl2N11O9 as an isolated structure in a non-equilibrium geometry. The level of theory is wB97M-V/def2-TZVPD.

The total charge is 0. The value obtained for the total energy is -118542.5864 eV.

```
152
Properties=species:S:1:pos:R:3:forces:R:3
Al -4.895470 6.014670 13.758410 -1.4 -0.3 0.0
Cl -9.290760 7.602870 14.357830 -6.4 1.2 -2.4
O -10.003200 8.841070 14.002750 2.0 1.5 0.0
O -9.516320 7.413600 15.712530 1.5 -0.2 4.3
O -10.156900 6.657160 13.721750 0.7 -2.4 -1.7
O -7.959770 7.559940 13.928600 2.2 0.1 -0.3
Cl -6.351710 3.694550 10.464210 1.3 -0.3 3.2
O -6.927660 4.276620 11.656500 -1.7 -0.3 1.1
O -5.213120 4.488360 10.272100 2.5 2.8 -2.5
O -5.764940 2.417280 10.797120 -1.8 -1.3 -0.7
O -7.309330 3.742470 9.411220 0.0 -0.6 -0.6
C -3.659690 11.759870 13.081660 1.4 -1.0 -0.1
C -4.686260 10.618750 12.720830 -4.6 1.9 -0.5
C -5.451930 11.095950 11.415340 0.1 0.3 0.5
C -4.653860 11.098040 10.171600 0.5 -0.8 -2.1
C -4.090990 9.653530 9.891480 -0.3 2.4 1.2
C -3.378790 9.137180 11.194940 -0.1 -3.2 -4.3
N -4.113340 9.287520 12.435820 5.8 0.3 7.3
O -3.507420 8.745460 13.637800 -3.9 2.0 -7.2
C -1.966390 9.702080 11.181820 1.6 1.8 1.6
C -3.121090 7.638340 10.815410 -0.2 -1.1 1.4
C -5.912180 10.567720 13.760000 2.3 -1.7 0.8
H -4.054270 12.772030 13.170680 -0.8 -0.4 -0.5
H -2.897270 11.743460 12.302850 -0.2 0.4 -0.1
H -3.076040 11.680860 13.998840 -0.3 -0.9 0.3
H -5.821740 12.100300 11.621800 0.1 0.0 0.2
H -6.351570 10.519080 11.200950 0.1 -0.4 0.6
H -3.928520 11.903280 10.055110 0.6 -0.2 0.7
H -5.284650 11.362080 9.322780 -0.5 -0.2 0.0
H -3.319820 9.735460 9.125530 0.1 -0.2 0.2
H -4.859740 8.993570 9.489540 -0.1 -0.1 0.5
H -1.229290 9.123480 10.625040 -0.5 -0.3 0.1
H -1.601480 9.831220 12.200780 0.2 -0.5 0.2
H -1.867930 10.719080 10.802200 -0.6 0.1 -0.3
H -2.393940 7.403230 10.038180 -0.2 1.0 -0.4
H -4.048510 7.128670 10.554190 -0.1 -0.1 0.3
H -2.619650 7.163380 11.658660 -0.3 -0.3 0.4
H -6.188770 11.550540 14.141660 -0.2 0.0 -0.7
H -5.526800 10.024850 14.623050 0.2 0.2 0.2
H -6.691030 9.865190 13.463420 -0.4 0.6 -0.6
C -10.316890 7.589310 8.019970 0.4 -0.8 0.2
C -9.424710 6.804590 9.032330 0.7 1.0 0.5
C -8.964840 7.782180 10.204710 1.2 -0.4 -0.7
C -7.580830 7.556330 10.802380 2.8 -1.9 2.0
N -6.488840 7.342560 11.247960 -4.4 1.5 -1.8
H -11.314200 7.817570 8.395960 0.1 0.1 0.3
H -10.461740 7.018900 7.102500 0.0 -0.2 0.1
H -9.826230 8.511090 7.707420 0.0 0.1 0.2
H -8.564540 6.321030 8.569310 0.0 0.3 -0.2
H -9.904600 5.998570 9.587430 -0.4 0.0 -0.4
H -9.845060 7.742460 10.846370 0.8 0.3 1.0
H -8.772070 8.811820 9.903400 -0.8 0.2 -0.6
C -7.514830 7.018270 19.975480 -0.1 -1.1 -0.5
C -8.899650 6.373210 19.686470 0.7 0.2 -1.1
C -9.797460 6.092670 20.890720 1.2 -1.3 0.9
C -9.033890 5.662120 22.159430 1.0 1.0 1.2
N -8.386350 5.339940 23.086040 -1.8 0.7 -2.5
H -6.926850 6.268100 20.504270 -0.1 0.4 0.8
H -7.563990 7.990700 20.465430 -0.1 -0.2 0.4
H -6.865820 7.154250 19.110380 -0.6 0.1 -0.6
H -8.865130 5.460920 19.090950 0.9 -0.3 0.2
H -9.466400 6.958770 18.962580 -0.1 0.5 0.3
H -10.266220 5.119300 20.746050 -0.9 0.4 -0.6
H -10.503870 6.922770 20.886240 -0.1 -0.3 1.4
C -8.432360 -0.247970 14.109500 0.2 1.0 -1.0
C -7.840090 1.196270 13.963460 -0.4 -0.5 0.7
C -8.656900 2.228380 14.756880 0.3 1.2 -0.8
C -7.809090 3.458770 14.981900 -0.1 -0.2 0.9
N -7.139880 4.381540 15.191610 -0.3 -0.8 -0.6
H -9.497400 -0.233010 13.878080 -0.2 0.1 0.4
H -8.236830 -0.678800 15.091470 -0.1 0.1 -0.1
H -8.039070 -0.901910 13.331180 0.4 0.0 0.2
H -7.820600 1.582200 12.944260 0.3 -0.4 -0.1
H -6.841290 1.242160 14.397500 0.2 -0.3 -0.4
H -9.143940 1.788670 15.627250 0.4 0.4 0.4
H -9.454170 2.620030 14.125160 -0.3 -0.2 -0.1
C -12.401080 3.904240 18.405100 0.8 1.1 -0.4
C -11.512810 4.025940 17.136420 -1.0 0.2 0.9
C -12.008250 3.353230 15.862390 0.0 -0.7 0.3
C -12.521000 1.983280 15.995650 2.6 4.7 -0.3
N -12.852520 0.925480 16.069850 -1.8 -5.0 0.4
H -12.620440 2.933120 18.848840 0.0 -0.2 -0.6
H -13.288740 4.509200 18.220230 -0.3 -0.4 0.3
H -11.822250 4.437480 19.159230 -0.2 0.1 0.3
H -10.481890 3.817100 17.422250 0.1 -0.5 -0.5
H -11.516480 5.073020 16.833570 0.2 0.2 0.3
H -11.127070 3.389700 15.221840 -0.6 -0.2 -0.7
H -12.878680 3.848840 15.432510 0.4 0.7 -0.2
C -4.236310 10.195360 19.202370 -0.7 0.2 0.2
C -4.593660 10.735770 17.794220 1.8 -1.3 0.2
C -5.924490 10.200690 17.223600 0.4 0.9 1.3
C -5.874070 8.833210 16.756700 0.8 -0.1 -0.8
N -5.743510 7.770830 16.340220 0.1 -0.2 -0.1
H -5.115630 10.458470 19.790310 0.2 0.2 0.6
H -3.331680 10.628220 19.629430 -0.2 0.5 -0.1
H -4.094560 9.134800 19.410250 -0.2 -0.3 -0.9
H -3.787440 10.499420 17.099790 0.1 -0.4 -0.2
H -4.442610 11.813740 17.851310 -1.1 0.2 0.0
H -6.255040 10.923070 16.477280 -0.5 -0.5 0.0
H -6.629160 10.120600 18.051320 -0.4 0.7 0.0
C -11.430870 10.776610 9.716930 1.5 -0.2 0.7
C -12.795850 10.470880 10.246320 -0.8 -1.5 -0.6
C -13.603830 11.718400 10.453810 -0.3 1.4 0.9
C -13.155890 12.596230 11.588700 -0.5 -1.4 -2.0
N -12.742570 13.279860 12.397960 0.4 0.8 1.1
H -11.316390 11.136730 8.694530 -0.4 0.3 0.1
H -10.727840 9.948950 9.810840 -0.4 -0.4 -0.2
H -10.984570 11.460170 10.439200 0.1 0.6 -0.3
H -12.736250 9.754800 11.065950 0.0 0.6 0.6
H -13.415640 9.882950 9.569350 0.2 -0.1 -0.6
H -14.681120 11.577770 10.541980 0.1 -0.4 0.3
H -13.513340 12.302010 9.537670 0.1 0.3 0.0
N -12.779730 7.157310 12.006450 -0.2 -2.2 -2.1
C -12.896780 6.463460 10.784810 -0.5 0.4 0.2
C -14.226010 6.524770 10.375080 1.7 0.3 -0.9
C -14.893240 7.310970 11.280590 -0.4 0.4 2.8
C -14.030700 7.508900 12.393630 -0.6 1.5 -1.2
H -11.885420 7.323340 12.445480 -0.1 -0.3 0.7
H -12.109960 5.949950 10.252250 0.3 0.2 0.5
H -14.655550 6.191110 9.442040 0.3 -0.2 0.0
H -15.891030 7.696840 11.132500 -0.1 -0.3 0.5
H -14.149760 7.995480 13.350430 -0.2 0.2 -0.2
N -10.700170 1.614620 11.533110 0.4 -0.6 -1.8
C -11.828340 0.977890 11.988360 0.5 -0.9 0.5
C -12.653680 1.918280 12.526090 0.6 0.1 0.0
C -12.005420 3.171850 12.280660 -2.2 0.4 0.4
C -10.900930 2.947840 11.531340 0.4 1.3 1.1
H -9.883740 1.253050 11.061090 -0.5 -0.5 0.0
H -11.940450 -0.093470 11.910830 0.2 0.1 0.2
H -13.559200 1.703530 13.074100 0.0 0.2 -0.2
H -12.475430 4.089790 12.601400 0.4 0.3 -0.4
H -10.260240 3.673860 11.052980 0.4 -0.3 0.2
N -9.094190 10.292080 17.117560 -0.6 2.1 0.0
C -9.065710 9.971930 18.451420 0.1 1.2 0.0
C -8.656660 11.113430 19.154990 -0.8 -1.8 -0.1
C -8.512150 12.163340 18.210970 -0.2 0.7 1.3
C -8.877840 11.684570 17.018050 0.1 -1.6 -1.5
H -9.505680 9.769230 16.357690 0.1 -0.4 0.1
H -9.517110 9.057730 18.807630 0.5 -0.1 0.0
H -8.672690 11.084760 20.234490 0.4 0.5 0.0
H -8.297960 13.212180 18.353930 0.1 -0.1 0.3
H -8.997980 12.263390 16.114210 0.1 -0.5 -0.3
N -12.441730 10.509670 17.293480 1.6 0.6 0.4
C -13.448130 10.889270 18.157330 1.1 -1.3 -1.4
C -14.187480 9.722810 18.257430 -2.8 1.8 1.7
C -13.706240 8.719420 17.474000 3.1 -0.8 -1.0
C -12.457600 9.191190 16.987900 -2.3 -0.7 -0.4
H -11.668350 11.124000 17.082350 0.0 -0.2 0.0
H -13.368730 11.915230 18.485190 -0.8 -0.3 0.4
H -15.120050 9.596280 18.787250 0.0 0.3 0.2
H -14.142570 7.747520 17.296710 0.1 0.0 0.2
H -11.744810 8.662580 16.372350 0.1 0.4 -0.1
```
Forces are in eV/Å.

These are the Löwdin partial charges, in e, on atoms 1 to 99: number 1, Al, carries 0.95; number 2, Cl, carries 0.56; number 3, O, carries -0.40; number 4, O, carries -0.35; number 5, O, carries -0.38; number 6, O, carries -0.39; number 7, Cl, carries 0.57; number 8, O, carries -0.46; number 9, O, carries -0.41; number 10, O, carries -0.36; number 11, O, carries -0.34; number 12, C, carries 0.02; number 13, C, carries -0.37; number 14, C, carries -0.15; number 15, C, carries -0.18; number 16, C, carries -0.09; number 17, C, carries -0.45; number 18, N, carries 0.15; number 19, O, carries 0.02; number 20, C, carries -0.02; number 21, C, carries -0.04; number 22, C, carries 0.02; number 23, H, carries 0.11; number 24, H, carries 0.06; number 25, H, carries 0.09; number 26, H, carries 0.13; number 27, H, carries 0.12; number 28, H, carries 0.11; number 29, H, carries 0.12; number 30, H, carries 0.13; number 31, H, carries 0.12; number 32, H, carries 0.11; number 33, H, carries 0.10; number 34, H, carries 0.09; number 35, H, carries 0.11; number 36, H, carries 0.06; number 37, H, carries 0.07; number 38, H, carries 0.10; number 39, H, carries 0.04; number 40, H, carries 0.08; number 41, C, carries -0.09; number 42, C, carries -0.20; number 43, C, carries -0.14; number 44, C, carries -0.12; number 45, N, carries 0.15; number 46, H, carries 0.06; number 47, H, carries 0.07; number 48, H, carries 0.07; number 49, H, carries 0.10; number 50, H, carries 0.08; number 51, H, carries 0.10; number 52, H, carries 0.09; number 53, C, carries -0.09; number 54, C, carries -0.26; number 55, C, carries -0.16; number 56, C, carries -0.20; number 57, N, carries 0.12; number 58, H, carries 0.07; number 59, H, carries 0.07; number 60, H, carries 0.05; number 61, H, carries 0.10; number 62, H, carries 0.08; number 63, H, carries 0.09; number 64, H, carries 0.12; number 65, C, carries -0.08; number 66, C, carries -0.23; number 67, C, carries -0.17; number 68, C, carries -0.16; number 69, N, carries 0.13; number 70, H, carries 0.06; number 71, H, carries 0.07; number 72, H, carries 0.07; number 73, H, carries 0.09; number 74, H, carries 0.10; number 75, H, carries 0.12; number 76, H, carries 0.09; number 77, C, carries -0.08; number 78, C, carries -0.24; number 79, C, carries -0.18; number 80, C, carries -0.26; number 81, N, carries 0.15; number 82, H, carries 0.08; number 83, H, carries 0.07; number 84, H, carries 0.04; number 85, H, carries 0.10; number 86, H, carries 0.10; number 87, H, carries 0.09; number 88, H, carries 0.12; number 89, C, carries -0.09; number 90, C, carries -0.23; number 91, C, carries -0.19; number 92, C, carries -0.22; number 93, N, carries 0.17; number 94, H, carries 0.07; number 95, H, carries 0.07; number 96, H, carries 0.07; number 97, H, carries 0.09; number 98, H, carries 0.11; number 99, H, carries 0.10